{"formula": "C24H43FP2Rh", "method": "the ωB97M-V functional and the def2-TZVPD basis", "symbols": ["Rh", "C", "C", "C", "C", "C", "C", "H", "H", "H", "C", "H", "H", "H", "C", "H", "H", "H", "C", "H", "H", "H", "C", "H", "H", "H", "C", "C", "C", "C", "C", "C", "C", "C", "H", "H", "H", "H", "H", "H", "H", "H", "H", "H", "H", "H", "P", "P", "C", "C", "H", "H", "H", "H", "C", "H", "H", "H", "C", "H", "H", "H", "C", "H", "H", "H", "C", "H", "H", "H", "F"], "xyz": [[0.5119, -1.2272, -0.8083], [1.3956, -1.2734, 1.2792], [-0.0003, -1.6315, 1.2046], [1.2427, -3.2545, 0.0826], [2.1453, -2.2577, 0.5481], [-0.0837, -2.8797, 0.4827], [2.0009, -0.1186, 1.9993], [1.4637, 0.1174, 2.9241], [2.0297, 0.7762, 1.3657], [3.0403, -0.3486, 2.2530], [3.5865, -2.2162, 0.2103], [4.1352, -1.6770, 0.9780], [3.7452, -1.7029, -0.7440], [3.9761, -3.2298, 0.1138], [1.6080, -4.4448, -0.7242], [2.6002, -4.7919, -0.4325], [1.6614, -4.2421, -1.8014], [0.8931, -5.2554, -0.5683], [-1.2523, -3.8003, 0.3969], [-0.9739, -4.7652, 0.8384], [-1.5722, -4.0077, -0.6272], [-2.1070, -3.3781, 0.9251], [-1.1199, -1.0269, 1.9822], [-1.8259, -1.7885, 2.3241], [-1.6809, -0.3301, 1.3563], [-0.7348, -0.4761, 2.8451], [1.4430, 3.5427, 2.3437], [1.0097, 3.5758, 3.6113], [-0.4211, 3.4716, 4.0356], [-1.4831, 4.2618, 3.2007], [-2.3811, 3.3550, 2.4128], [-1.8970, 2.4886, 1.5165], [-0.4383, 2.1232, 1.3965], [0.5528, 3.2992, 1.1624], [-0.4887, 3.8531, 5.0660], [-0.9942, 4.9854, 2.5207], [-0.7177, 2.4131, 4.1130], [0.0072, 4.2154, 0.8848], [2.4982, 3.7142, 2.1128], [1.6996, 3.7171, 4.4485], [1.1982, 3.0555, 0.2974], [-0.0935, 1.5283, 2.2512], [-2.5436, 1.9863, 0.7833], [-0.3414, 1.4501, 0.5210], [-2.0998, 4.8389, 3.9126], [-3.4537, 3.4465, 2.5956], [-0.0717, 0.9887, -1.8750], [-0.7739, -1.9681, -2.3403], [-0.9462, 0.5421, -3.4867], [-0.7241, -0.9107, -3.8435], [-0.5658, 1.2021, -4.2767], [-2.0189, 0.7622, -3.3684], [-1.5009, -1.2851, -4.5235], [0.2709, -1.0798, -4.2768], [-0.4747, -3.5860, -3.0876], [-0.4705, -4.3893, -2.3481], [0.5119, -3.5419, -3.5648], [-1.2488, -3.7761, -3.8415], [-2.5354, -1.7831, -1.8448], [-3.1380, -1.7661, -2.7636], [-2.6623, -0.8422, -1.2924], [-2.8397, -2.6133, -1.2002], [1.4348, 1.8155, -2.5278], [2.1205, 1.9684, -1.6884], [1.1881, 2.7833, -2.9808], [1.9032, 1.1586, -3.2611], [-1.0962, 2.5618, -1.7180], [-2.0738, 2.4347, -2.1973], [-0.5788, 3.3985, -2.2083], [-1.2784, 2.8520, -0.6846], [1.8282, -1.0171, -2.3898]], "mulliken_charge": [-0.3837, 1.3313, 0.1601, 1.2142, 0.4356, 0.7360, -1.3921, 0.3794, 0.0205, 0.5377, -1.7891, 0.3688, 0.2776, 0.3666, -2.0668, 0.4992, 0.2091, 0.3755, -1.4606, 0.4249, 0.2684, 0.3548, -1.5891, 0.5467, 0.1203, 0.3221, -0.6743, -0.5494, -0.6937, -0.8807, -1.0187, -0.2654, 2.5093, -0.4620, 0.4915, 0.3481, 0.2566, 0.6444, 0.4496, 0.4344, 0.1833, 0.3257, 0.4561, -2.4492, 0.3863, 0.4209, 1.6273, 1.1432, -1.0675, -0.8440, 0.5106, 0.4319, 0.6391, 0.4076, -1.4468, 0.3450, 0.3568, 0.4700, -1.4319, 0.4587, 0.2279, 0.4236, -1.7603, 0.3519, 0.4974, 0.3842, -0.9731, 0.4548, 0.3722, -0.0734, -0.6851], "homo_lumo_gap_ev": [7.147, 5.874], "lumo_energy_ev": [-1.82, -5.59], "molar_mass_da": 515.46, "e_homo_ev": [-8.970, -11.467], "total_charge": 1, "spin_multiplicity": 5}

=====

{"formula": "C11H29AlN2O3", "method": "the ωB97M-V functional and the def2-TZVPD basis", "symbols": ["C", "C", "C", "C", "N", "Al", "C", "C", "O", "C", "O", "C", "C", "O", "C", "C", "H", "H", "H", "H", "H", "H", "H", "H", "H", "H", "H", "H", "H", "H", "H", "H", "H", "H", "H", "H", "H", "H", "H", "H", "H", "N", "H", "H", "H", "H"], "xyz": [[-0.7348, -1.1480, 3.2639], [0.8948, -1.4379, 3.3614], [1.8059, -0.0735, 3.2142], [1.5692, 0.5780, 1.7164], [2.7099, 0.2355, 0.7360], [2.0274, 0.7655, -0.9836], [3.1992, 2.1784, -1.9573], [2.1436, 2.9798, -2.9773], [2.2067, 4.3014, -3.2125], [1.6019, -0.8848, -2.1706], [0.2655, -1.3820, -1.7149], [-0.8144, -0.5688, -2.2953], [-2.1503, -0.7933, -1.3569], [-2.9434, 0.4429, -1.3940], [-2.8921, 1.1898, -0.1294], [-2.4090, 2.7797, -0.3196], [-1.3287, -2.0132, 3.8038], [-0.9690, -0.0737, 3.7103], [-1.0012, -1.0764, 2.1070], [1.2679, -2.2382, 2.5868], [1.0848, -1.8604, 4.4504], [2.9638, -0.2513, 3.4373], [1.4493, 0.7073, 4.0422], [0.5752, 0.1890, 1.1872], [1.4513, 1.7619, 1.7518], [3.5840, 0.7359, 1.0090], [0.6073, 1.4897, -0.7476], [4.0525, 1.6307, -2.5428], [3.6077, 3.0027, -1.2303], [1.2642, 2.3936, -3.4859], [1.5415, -0.6411, -3.3137], [2.3666, -1.7610, -2.0250], [-0.6026, 0.5825, -2.3318], [-0.9594, -0.9203, -3.4186], [-2.7808, -1.6573, -1.8873], [-1.8960, -1.1957, -0.2887], [-2.2303, 0.7118, 0.7091], [-4.0020, 1.2138, 0.3078], [-2.3668, 3.3476, 0.7292], [-3.1217, 3.3933, -1.0165], [-1.2834, 2.7473, -0.6942], [-1.9508, -3.8762, -0.1260], [-1.2384, -3.2222, -0.4708], [-1.9332, -4.7320, -0.6931], [-1.7542, -4.1109, 0.8541], [-2.8777, -3.4396, -0.1940]], "mulliken_charge": [-0.2715, -0.4686, -0.5752, -0.0178, -0.3972, -0.4039, -0.4852, 0.0997, -0.5631, -0.3575, -0.3383, 0.0255, 0.4650, -0.3528, 0.0030, -0.7574, 0.3067, 0.2375, -0.3827, 0.2245, 0.2926, 0.2749, 0.2577, -0.2161, 0.2285, 0.2356, -0.0371, 0.2852, 0.1868, 0.2264, 0.2285, 0.2057, 0.1470, 0.2460, 0.0745, -0.6020, -0.0635, 0.2566, 0.2891, 0.2791, 0.2227, -0.3979, 0.2136, 0.3987, 0.3782, 0.3984], "homo_lumo_gap_ev": 5.133, "lumo_energy_ev": -1.87, "molar_mass_da": 264.35, "e_homo_ev": -7.007, "de_lowest_kj_mol": 615.7}